DFT (the ωB97M-V functional and the def2-TZVPD basis) results for 2 unconnected molecules or ions with the total composition C5H6Cl2NO3.

The expectation value of S² is 0.84. Its molecular weight is 199.01 g/mol. The largest force on an atom is 1.20 eV/A. As for the multiplicity: 2. As for the HOMO energy (spin up / spin down): -9.48 / -10.34 eV.

Last column: Mulliken spin population.
Atoms and positions in Å:
H -0.39101 -2.58154 -0.80127  0.005
H 0.57697 2.64758 -0.81576  0.005
O -1.49282 3.15090 0.38833  0.079
H 1.38757 -2.48838 -0.70578  0.032
C 0.98005 0.25924 0.44815  -0.185
C -0.45844 -1.44701 1.56330  -0.024
C 0.33577 -0.98972 0.41500  0.388
N -1.42117 2.17636 -0.34601  -0.030
C -0.12852 1.81830 -0.85184  0.553
H 0.49445 -1.32598 -1.70624  0.011
H -0.18686 1.24737 -1.77944  0.002
O -1.41432 -2.19219 1.44617  0.130
C 0.46217 -1.89647 -0.76729  0.004
Cl 2.50674 0.28363 -0.44387  0.001
H -0.10954 -1.13931 2.56644  0.005
O -2.37152 1.45948 -0.62925  0.040
Cl 1.23047 1.01774 2.01935  -0.014

Cartesian forces, eV/Å:
H 0.17 0.13 0.09
H -0.07 -0.36 0.30
O 0.21 0.01 -0.14
H -0.16 0.17 0.04
C 0.70 -0.57 0.34
C -0.94 -0.61 0.42
C 0.12 0.81 -0.52
N -0.39 -0.26 0.63
C 0.63 -0.36 -0.38
H 0.06 -0.17 0.27
H 0.00 -0.01 0.43
O 0.74 0.38 -0.03
C -0.37 0.12 -0.27
Cl -0.34 0.41 -0.31
H -0.14 0.12 -0.22
O 0.29 -0.02 -0.15
Cl -0.49 0.20 -0.49

DFT (the ωB97M-V functional and the def2-TZVPD basis) results for 3 unconnected molecules or ions with the total composition C17H37NO7P.

Its net charge is -1. Its molecular weight is 398.46 g/mol. The largest force on an atom is 0.48 eV/A. As for the multiplicity: 1. As for the HOMO energy: -4.22 eV.

Last column: Löwdin charge in e.
Atoms and positions in Å:
H 4.62073 3.66751 -3.30793  0.081
H -1.49004 -0.66262 0.98820  0.088
H 4.84831 5.92750 -0.61541  0.067
H 0.99759 -1.83909 -4.07469  0.108
C 0.47894 -1.33228 1.59535  -0.170
H 1.03455 -2.24199 1.35711  0.101
H 3.74569 4.29897 -1.04277  0.114
C -4.93607 -0.08688 1.99255  -0.449
C -1.79621 -2.08614 2.55891  -0.358
H -5.87587 -0.64198 -0.40267  0.117
H 0.90171 -3.87070 -3.97496  0.065
H 1.96971 -5.07297 -3.23207  0.087
P -3.65480 -2.32572 2.26281  0.508
C 5.80803 4.40234 0.64757  -0.530
H -1.11715 -2.82130 -3.02841  0.070
H -6.87142 -1.08246 1.58573  0.097
C 0.60289 -1.50259 -3.11350  -0.236
O 5.28904 3.34894 -0.01425  -0.009
O -3.79592 -0.71616 1.49725  -0.314
H -3.98586 -1.72318 3.55078  0.020
O 2.47808 -3.72052 -1.12947  0.104
C 1.20126 -4.32961 -3.03693  0.011
H 5.62622 6.49801 0.86750  0.089
H 0.80713 -0.43542 -3.03672  0.120
O 1.34673 -2.07628 -2.03538  -0.017
H 5.95276 2.78311 -2.54527  0.083
C 2.88293 0.87005 1.88672  -0.120
C 5.69619 5.78720 0.04865  0.010
C 1.04588 -0.16226 0.78464  -0.234
H -6.19508 0.64232 -2.14389  0.023
H 3.88192 2.56103 -1.19977  0.121
H -3.39301 -2.92139 0.97303  0.007
N -5.95014 1.20146 -1.32894  0.057
C -5.77144 0.44352 -0.32433  -0.248
H 0.27332 0.23068 0.12028  0.111
H -1.38755 -3.05787 2.86275  0.065
H -3.66549 -3.63295 2.89431  -0.027
O 6.39337 4.20549 1.67542  0.107
H -1.42834 -1.24770 -3.77065  0.081
C 1.74117 -3.36412 -2.00611  -0.529
C -5.40280 0.98497 1.02060  -0.151
H -6.28465 1.47297 1.45375  0.118
C 5.27745 3.63172 -2.43797  -0.065
H -4.64213 1.75457 0.88055  0.113
O 1.51362 0.92090 1.58080  -0.192
H -6.37043 -1.15936 3.26898  0.096
H -4.70477 0.41862 2.94265  0.120
H 1.86366 -0.51056 0.14373  0.099
H -1.24072 -1.38722 -2.01394  0.082
H 0.64302 -1.11801 2.65452  0.109
H 5.87869 4.54121 -2.42604  0.066
H 3.31359 -0.12403 1.73872  0.089
H 3.45068 1.57734 1.27006  0.067
H -1.10824 -2.34616 0.56857  0.088
O -5.39785 -2.42295 1.91846  -0.375
C -1.02527 -1.58155 1.34796  -0.287
C -5.99217 -1.20790 2.23613  -0.301
H 0.33721 -4.83297 -2.60293  0.098
C 4.45864 3.48398 -1.17226  -0.236
H 3.04818 1.14974 2.92882  0.083
H -1.65425 -1.39182 3.39386  0.069
C -0.88385 -1.75796 -2.97497  -0.053
H 6.61267 5.99054 -0.50548  0.093

Cartesian forces, eV/Å:
H -0.01 -0.01 0.00
H -0.08 -0.03 -0.04
H 0.03 -0.01 -0.03
H 0.01 -0.04 0.02
C -0.24 0.00 0.04
H 0.07 -0.02 0.11
H 0.02 0.01 0.01
C 0.26 0.09 -0.03
C 0.04 -0.08 -0.07
H 0.06 -0.04 0.10
H -0.04 0.01 0.02
H -0.02 -0.03 0.06
P 0.13 -0.30 0.17
C 0.02 0.02 -0.10
H 0.00 0.00 -0.03
H 0.00 0.13 0.01
C -0.22 0.02 0.00
O -0.03 -0.04 0.11
O 0.06 0.12 0.15
H -0.03 0.14 -0.10
O 0.07 -0.02 0.01
C 0.10 0.03 -0.09
H 0.07 -0.01 0.01
H 0.02 0.00 0.01
O 0.25 0.03 0.05
H -0.02 -0.01 -0.01
C 0.28 0.05 0.05
C -0.16 0.02 0.06
C 0.28 -0.27 -0.28
H -0.01 -0.03 -0.02
H 0.01 -0.01 0.03
H -0.09 0.11 -0.15
N 0.02 0.05 0.02
C 0.01 -0.06 -0.20
H -0.04 0.15 0.08
H 0.00 0.00 0.06
H -0.04 0.04 -0.11
O 0.04 0.01 0.02
H 0.00 0.02 0.00
C -0.17 0.01 -0.03
C -0.19 -0.05 0.04
H -0.02 0.07 -0.08
C 0.05 0.01 0.03
H 0.04 0.01 0.07
O -0.18 0.09 0.03
H 0.11 -0.06 0.05
H -0.11 -0.03 0.04
H 0.00 0.05 -0.04
H -0.01 0.00 0.00
H 0.03 0.06 0.00
H -0.03 0.02 -0.01
H -0.08 -0.06 0.01
H 0.01 -0.02 -0.06
H -0.16 0.20 -0.22
O 0.00 -0.14 0.34
C 0.31 -0.17 0.12
C -0.22 -0.05 -0.27
H -0.01 0.01 0.00
C -0.01 -0.01 -0.09
H -0.12 0.01 0.04
H -0.05 0.03 0.01
C 0.02 -0.03 0.06
H 0.01 0.00 -0.01

DFT (the ωB97M-V functional and the def2-TZVPD basis) results for 2 unconnected molecules or ions with the total composition C5H14NO2.

Its net charge is +1. Its molecular weight is 120.17 g/mol. The largest force on an atom is 1.76 eV/A. As for the multiplicity: 1. As for the HOMO energy: -14.12 eV.

Last column: Löwdin charge in e.
Atoms and positions in Å:
C -1.57856 1.72848 -0.71663  -0.155
H -0.15531 -1.12009 0.02042  0.114
H -0.12825 -0.80534 -1.54198  0.162
H -1.62650 -0.74100 -0.76217  0.163
H 0.01328 -1.39071 1.98629  0.071
H 1.76410 -3.51914 -1.38014  0.042
H 0.53017 1.16638 -1.01229  0.159
H -3.21060 1.43654 -1.72858  0.107
H 0.48433 2.23670 0.94182  0.131
C 1.00646 -0.98318 1.87703  0.005
H 1.82323 -1.64811 2.11357  0.073
O -2.33900 1.02255 -1.73896  -0.072
C 0.14645 1.20983 1.04950  -0.137
H 2.70843 -2.79552 -0.43892  0.038
C 1.21565 0.25931 1.44254  -0.160
H -1.25412 2.67601 -1.14248  0.137
O 2.16154 -2.66095 -1.21711  -0.054
N -0.63060 -0.55839 -0.70320  0.241
H -2.22377 1.81268 0.15421  0.130
H -0.66314 1.31608 1.76950  0.129
C -0.32510 0.88303 -0.40743  -0.241
H 2.28130 0.47483 1.43499  0.118

Cartesian forces, eV/Å:
C -0.03 -1.02 -1.42
H -0.20 -0.10 0.05
H -0.28 -0.33 -0.72
H -0.25 -0.01 -0.31
H -0.31 -0.13 0.30
H 0.04 -0.22 -0.14
H -0.19 -0.18 -0.47
H -0.03 -0.19 -0.34
H 0.45 0.09 0.10
C -0.36 0.16 -0.34
H 0.05 0.03 0.08
O 0.27 0.44 0.75
C -0.19 -0.02 -1.00
H 0.16 0.01 0.04
C 0.91 -0.99 1.05
H -0.11 0.26 0.45
O -0.39 0.29 0.11
N 1.33 0.23 1.12
H 0.24 0.34 0.24
H -0.21 -0.65 0.00
C -0.70 1.18 0.86
H -0.22 0.81 -0.42

DFT (the ωB97M-V functional and the def2-TZVPD basis) results for 2 unconnected molecules or ions with the total composition C2H3ClO2P.

Its net charge is -1. Its molecular weight is 125.47 g/mol. The largest force on an atom is 5.55 eV/A. As for the multiplicity: 1. As for the HOMO energy: -2.57 eV.

Last column: Löwdin charge in e.
Atoms and positions in Å:
H 3.06543 -0.03604 1.30732  -0.211
O -2.86150 1.60814 -0.00969  0.132
C -2.33953 0.54903 -0.16036  -0.261
Cl -2.84177 -2.02628 -0.29789  0.595
P 2.91267 -0.08902 -0.09560  0.308
H 3.37160 1.24664 0.03378  -0.206
O 1.42922 0.05199 -0.34378  -0.801
C -1.86079 -0.61298 -0.32135  -0.563
H -0.87533 -0.69147 -0.11244  0.006

Cartesian forces, eV/Å:
H 0.21 -0.47 1.12
O 1.33 -2.11 -0.45
C -3.03 4.60 0.61
Cl -0.30 -0.21 -0.17
P 1.13 -0.26 -0.18
H 0.60 0.87 -0.37
O -2.26 -0.22 -0.51
C -1.24 -1.68 -0.19
H 3.57 -0.53 0.14

DFT (the ωB97M-V functional and the def2-TZVPD basis) results for 2 unconnected molecules or ions with the total composition C3H4ClF2NO2.

Its molecular weight is 159.52 g/mol. The largest force on an atom is 2.41 eV/A. As for the multiplicity: 1. As for the HOMO energy (spin up / spin down): -9.52 / -9.34 eV.

Last column: Löwdin charge in e.
Atoms and positions in Å:
C 0.59875 -0.41784 0.55042  -0.068
C 1.46599 0.45833 -0.26830  -0.075
Cl -2.74511 -0.31644 0.28724  0.844
C -1.58540 0.90143 0.03035  -0.791
F -1.57658 1.91571 0.88237  0.071
H 0.48689 -0.28921 1.61453  0.131
H 1.37391 1.49572 0.04828  0.083
N 0.06060 -1.56624 0.00363  -0.463
O -0.78619 -2.14703 0.68631  -0.041
O 0.38871 -1.90364 -1.12485  0.054
H 1.19149 0.36646 -1.31946  0.082
H 2.51818 0.18173 -0.18294  0.090
F -1.39123 1.32102 -1.20757  0.083

Cartesian forces, eV/Å:
C -0.73 2.29 -0.19
C 0.14 -0.21 -0.20
Cl -0.26 0.81 -0.30
C 1.47 -1.00 0.49
F -0.20 -0.26 -0.34
H -0.09 -0.29 0.03
H -0.02 0.00 0.10
N -0.51 -0.65 0.15
O 0.32 -0.44 0.12
O 0.05 -0.13 -0.34
H 0.05 0.05 0.07
H 0.11 -0.07 0.02
F -0.33 -0.10 0.39

DFT (the ωB97M-V functional and the def2-TZVPD basis) results for a molecular structure, C33H54AlClN14O4.

Its net charge is +2. Its molecular weight is 773.32 g/mol. The largest force on an atom is 2.52 eV/A. As for the multiplicity: 1. As for the HOMO energy: -12.00 eV.

Last column: Löwdin charge in e.
Atoms and positions in Å:
C 3.05707 1.21879 1.19138  -0.094
H 0.43811 -5.32722 -0.36446  0.113
H 1.49735 -0.31169 3.40100  0.073
N -1.58980 5.90910 1.25050  -0.105
N -0.39486 0.94976 0.83902  0.072
C 2.90206 1.63657 -3.84538  -0.017
O -1.48977 0.07106 -2.85079  0.007
H 3.35489 -7.23022 3.17669  0.119
H -1.54435 -3.03021 4.80972  0.093
N -0.88142 2.64980 -1.34366  0.191
H -3.43676 6.24685 0.24347  0.100
C -0.93306 -2.44322 1.67253  -0.038
H -0.17897 3.92873 2.02060  0.080
H -4.71508 -2.61637 -3.46517  0.098
N -1.41881 4.88114 -0.80623  0.190
H -1.71439 5.76128 -1.19179  0.142
H -0.19619 0.12219 3.09099  0.046
H 0.43820 0.07011 4.76508  0.100
N 3.97608 2.66786 2.56417  0.107
Al 0.58777 2.49578 -0.00906  0.003
H 2.43013 3.73287 -3.81672  0.135
C -1.10294 4.89296 0.54396  -0.354
H -1.91899 -2.70351 2.03994  0.139
H -0.74914 -3.03645 0.76507  0.145
N -1.04832 -1.06341 1.28382  -0.064
C 0.09325 -1.87394 3.98917  -0.494
C 0.16322 -2.74106 2.67639  -0.421
H -0.44639 -0.72077 -5.15800  0.090
H 1.01067 -3.51308 5.26215  0.107
H 0.75247 -0.77000 0.17462  0.120
H -2.26438 7.55094 -0.00217  0.109
H 2.91825 -1.62854 -3.50731  0.112
H 3.43508 -4.87751 2.67451  0.104
H -3.07259 7.34096 1.52917  0.084
H -0.55323 1.03229 -5.16351  0.081
H 1.45616 -3.12170 -0.02481  0.095
C -1.48247 3.74478 -1.61139  -0.404
H -1.47080 -1.44291 5.50154  0.105
H -2.85965 4.65494 -2.91146  0.117
N -0.34469 3.93104 1.02437  0.179
H -2.25445 3.12111 -3.39595  0.120
H -1.39106 5.13788 3.21940  0.096
C -4.47858 -1.66868 -3.99173  -0.038
C 2.00460 -4.88993 1.08997  -0.225
C 2.77956 3.11847 2.17324  -0.130
Cl 1.85922 -9.32279 1.92538  0.721
C 0.47397 -0.40264 3.77433  -0.034
H 4.61198 3.18822 3.15441  0.175
H -3.55064 0.29060 -6.64990  0.099
C -3.68592 -1.10289 -1.73300  -0.047
H 3.36072 1.64233 -4.82022  0.144
C 1.04075 -7.09042 0.68007  -0.089
O 1.54883 3.60685 -1.19661  0.028
H 5.08854 0.91053 2.06105  0.128
N 1.65857 1.48953 -1.42496  0.191
H -4.72687 -0.84657 -1.49095  0.102
C 4.15030 1.42311 1.96209  -0.027
H -4.10616 -1.86782 -5.00051  0.093
N -3.48507 -0.97403 -3.15226  -0.134
C -2.63252 6.80267 0.72352  -0.013
H 1.80020 -1.58637 1.82105  0.090
O -0.12337 -4.08895 3.06713  0.009
H -1.10631 1.87177 -1.98040  0.090
C -1.04064 0.10794 -5.50504  -0.063
C 1.91401 -7.64836 1.61237  -0.685
H 2.35064 4.08542 2.43689  0.145
H 0.83227 -1.97396 6.04341  0.096
C -1.20086 6.06891 2.67920  0.008
N 2.86872 0.46552 -3.17480  -0.029
C 1.06900 -2.41174 5.05467  -0.047
H 3.01548 -3.09732 0.62178  0.120
H 2.12812 -2.22993 4.81738  0.080
C -0.08419 -0.33975 0.72349  -0.079
H 4.48230 -0.84143 -3.30206  0.117
C 3.48402 -0.70078 -3.76935  -0.002
C 2.73519 -6.81546 2.37966  -0.088
H -4.39536 0.59817 -5.10793  0.104
H -3.41737 -2.13452 -1.41681  0.108
H -0.14933 6.35312 2.76750  0.102
H -3.09751 1.69229 -5.74770  0.079
H 2.81822 0.33370 0.61950  0.096
N 2.17696 2.28198 1.34436  0.060
C -3.38398 0.64885 -5.62610  -0.070
H -1.77528 6.87289 3.12772  0.096
H 2.25421 -2.87681 2.92494  0.112
C -2.39143 -0.30996 -3.60410  -0.517
H -2.08382 -1.65272 3.81142  0.062
C -1.34001 -1.99517 4.53657  -0.034
C 2.43307 2.77711 -3.28665  0.041
H 0.58986 -4.72446 2.87564  0.092
C 2.78105 -5.47065 2.11176  -0.051
C 2.00598 -3.39842 0.85528  -0.133
C 1.58102 -2.62956 2.10421  -0.114
C 2.14996 0.32194 -1.96151  -0.424
H -2.11114 1.85305 1.80773  0.131
H -3.01974 -0.44647 -1.18899  0.059
N -2.20736 3.90887 -2.74852  0.197
N -2.03325 -0.25151 1.73641  0.153
N -2.35015 -0.09490 -4.95895  -0.173
C 1.91509 2.65303 -1.99157  -0.416
H -1.05853 0.14974 -6.60009  0.103
C -1.59380 0.95357 1.48146  -0.164
O 2.08505 -0.76282 -1.40605  0.046
C 1.09902 -5.72507 0.39917  -0.029
H 0.32232 -7.70245 0.15552  0.108
H 3.55697 -0.59481 -4.82351  0.084
H -5.45474 -1.09708 -4.04144  0.106

Cartesian forces, eV/Å:
C -0.18 -0.39 0.47
H 0.06 0.10 0.10
H -0.04 0.07 0.08
N -0.25 0.62 0.81
N 0.58 0.36 -0.53
C -0.10 0.44 0.49
O 0.41 0.18 0.27
H -0.20 0.01 -0.31
H -0.04 -0.08 -0.28
N -0.08 -0.38 0.51
H 0.03 -0.19 0.03
C -0.66 -0.74 -0.98
H -0.29 0.34 0.05
H 0.17 0.38 -0.52
N 0.04 -0.39 0.38
H -0.09 -0.09 -0.20
H 0.20 0.01 0.57
H -0.04 0.12 -0.31
N -0.56 -0.39 -0.37
Al -0.23 -0.08 0.28
H 0.17 -0.43 0.35
C 0.49 -0.51 -0.05
H 0.09 -0.32 0.19
H -0.07 0.09 0.24
N 0.45 1.24 -0.42
C -0.26 -0.32 0.21
C 1.01 -0.62 0.96
H 0.56 -0.22 -0.18
H -0.27 0.85 -0.57
H -0.13 0.28 0.16
H 0.14 -0.31 0.34
H 0.24 0.94 -0.32
H 0.86 0.89 0.76
H -0.21 0.36 0.63
H -0.13 0.05 0.06
H -0.61 -0.01 -0.42
C -0.53 0.45 -0.90
H 0.19 -0.09 -0.89
H 0.01 0.08 0.20
N 0.41 -0.45 -0.38
H 0.07 0.47 0.39
H -0.02 0.18 0.08
C -0.69 0.14 0.71
C -0.90 -0.82 -0.28
C -0.75 0.79 -0.29
Cl 0.04 -0.58 0.10
C -0.04 -0.04 0.26
H -0.01 -0.31 -0.08
H 0.09 -0.17 0.22
C -0.01 -0.58 0.44
H 0.06 -0.18 -0.13
C 0.39 0.29 -0.11
O 0.31 0.64 -0.51
H -0.10 -0.29 0.07
N 0.24 -2.03 -0.09
H 0.27 -0.32 0.10
C 0.57 0.89 0.11
H -0.02 0.07 0.35
N -0.12 0.21 -0.59
C 0.28 -0.09 -0.93
H -0.16 -0.16 0.57
O -0.13 -0.13 -0.13
H 0.03 0.07 0.21
C 0.63 0.35 -0.12
C -0.48 1.00 0.26
H 0.39 -0.35 0.08
H 0.22 0.16 -0.56
C 0.12 -0.20 -0.65
N -0.92 -0.05 0.06
C 0.14 -1.13 0.75
H 0.51 0.23 0.01
H -0.34 0.27 0.15
C -0.31 -0.12 -0.28
H -0.43 0.07 -0.53
C 0.46 -1.72 1.78
C 0.09 -0.90 -0.09
H 1.46 0.09 -0.50
H -0.51 0.46 -0.03
H -0.01 -0.17 -0.09
H 0.01 0.38 0.20
H 0.05 0.20 -0.12
N 0.16 -0.06 -0.28
C -1.90 0.01 -0.08
H -0.14 -0.11 -0.10
H 0.07 0.02 -0.14
C -0.91 -0.15 0.19
H 0.03 0.05 0.37
C 0.01 0.26 0.92
C 0.15 0.75 -0.80
H -0.20 0.60 -0.09
C -0.98 0.03 -1.36
C 0.20 -0.92 0.73
C 0.27 0.89 -0.56
C 0.53 0.16 -0.04
H 0.08 -0.33 -0.34
H 0.06 0.25 -0.05
N 0.08 -0.49 -0.30
N 0.13 -0.03 0.42
N -0.15 -0.06 -0.53
C -0.48 1.40 0.87
H -0.19 -0.27 0.27
C -0.36 -0.10 0.00
O -0.09 0.12 -0.10
C 0.78 0.02 0.60
H 0.08 -0.19 0.00
H 0.10 0.15 -0.81
H 1.07 -0.47 -0.03